Here is a molecular structure, C6H17N2 from the OMol25 dataset. Energies are from wB97M-V/def2-TZVPD.

XYZ file:
```
25
Properties=species:S:1:pos:R:3:forces:R:3:mulliken_charge:R:1
C 0.9839 0.1304 3.4291 0.0 0.0 -0.3 -1.27
C 0.2802 -0.0943 2.1294 0.2 0.1 0.3 0.87
C -1.0265 -0.0952 1.9574 0.2 -0.1 -0.2 -1.02
N 1.1586 -0.2683 0.9684 -0.4 0.0 0.1 -0.39
H 0.2766 0.1508 4.2482 -0.1 0.1 0.1 0.38
H 1.7105 -0.6533 3.6236 0.1 -0.2 0.1 0.35
H 1.5356 1.0704 3.3999 0.0 0.1 0.1 0.31
H -1.4536 -0.2294 0.9715 -0.2 0.0 0.2 0.11
H -1.6648 0.0301 2.8143 -0.3 0.1 0.0 0.31
H 1.8798 -0.9519 1.1929 0.1 0.1 0.0 0.38
H 1.6274 0.6113 0.7645 0.1 0.0 -0.1 0.38
H 0.5058 -0.6938 -0.0713 0.3 -0.2 -0.2 0.14
C -1.7553 0.2308 -2.1911 0.1 -0.1 0.1 -1.42
C -0.2821 -0.1383 -2.1994 0.0 0.0 -0.3 0.65
C 0.6036 1.0725 -1.9596 -0.2 0.1 0.1 -1.52
N -0.0264 -1.1909 -1.1574 -0.3 0.0 0.1 -0.45
H -1.9467 1.0197 -2.9198 -0.1 -0.1 0.1 0.40
H -2.3620 -0.6404 -2.4337 -0.1 0.0 -0.2 0.40
H -2.0684 0.5809 -1.2070 0.0 0.2 0.0 0.33
H -0.0539 -0.5638 -3.1793 0.1 -0.1 0.1 0.27
H 1.6560 0.8202 -1.8269 0.0 0.0 0.0 0.37
H 0.5220 1.7395 -2.8125 0.1 0.1 -0.1 0.43
H 0.2396 1.6390 -1.0980 0.1 0.0 0.1 0.33
H 0.5657 -1.9321 -1.5233 0.1 0.1 0.0 0.34
H -0.9058 -1.6439 -0.9197 0.0 -0.1 0.0 0.34
```
Forces are in eV/Å.

Summary:
E in eV: -9471.6490
Lowest unoccupied orbital energy in eV: -2.8
Total charge: +1
HOMO level in eV: -13.9
Energy above the lowest of the compared OMol25 structures with the same formula, charge and spin in kJ/mol: 37.2
Gap between HOMO and LUMO in eV: 11.2



Here is C2H3OPS2 in the gas phase in a non-equilibrium geometry from the OMol25 dataset. Energies are from wB97M-V/def2-TZVPD.

XYZ file:
```
9
Properties=species:S:1:pos:R:3:forces:R:3:mulliken_charge:R:1
C -1.2561 -1.8128 0.5604 1.0 1.1 -0.2 0.43
C -0.6089 -0.8271 0.2707 -0.7 -1.6 0.8 -0.66
P 0.4762 0.4775 -0.0972 2.6 -0.7 0.1 0.42
O 0.4554 0.3715 -1.6844 1.3 0.7 -1.2 -0.47
S 3.0513 -0.0231 0.0730 -3.2 0.8 0.1 -0.37
S -0.8084 2.1395 0.3169 0.2 -0.2 2.0 -0.31
H -1.7127 -2.7291 0.8510 -0.2 0.0 -0.1 0.40
H 1.3956 0.4377 -2.0628 -1.6 -0.1 1.0 0.35
H -0.9926 1.9660 1.7724 0.6 0.0 -2.5 0.21
```
Forces are in eV/Å.

Summary:
E in eV: -35125.8595
SMILES string: C#C[P@](O)(=S)S
Lowest unoccupied orbital energy (spin up / spin down) in eV: -1.8 / -1.8
HOMO level (spin up / spin down) in eV: -8.7 / -8.7
Energy above the lowest of the compared OMol25 structures with the same formula, charge and spin in kJ/mol: 285.7
Gap between HOMO and LUMO (spin up / spin down) in eV: 6.9 / 6.9